1.
C34H71F5NO36P5 | ωB97M-V/def2-TZVPD

Output
frontier orbital gap	9.02	eV
HOMO level	-8.9	eV
largest force on an atom	5.908	eV/A
ΔE to the lowest compared entry with this formula, charge and spin	57.2	kcal/mol

The geometry in ORCA input format:
```
! wB97M-V def2-TZVPD RIJCOSX def2/J DEFGRID3
* xyz 0 1
O 2.550 -0.320 8.198
C 3.750 -0.187 8.469
O 4.771 -0.133 7.636
C 5.886 -0.033 8.471
C 5.498 0.479 9.825
F 5.374 1.786 9.800
O 4.210 -0.099 9.750
H 6.248 -1.060 8.422
H 6.649 0.677 8.151
H 6.142 0.237 10.670
O -1.320 -8.404 -3.411
C -1.097 -9.357 -2.683
O -1.236 -10.736 -3.057
C -0.927 -11.512 -1.969
C -0.291 -10.442 -1.027
F 1.061 -10.397 -1.173
O -0.836 -9.249 -1.430
H -1.863 -11.884 -1.551
H -0.139 -12.237 -2.170
H -0.497 -10.662 0.020
O 8.629 2.606 2.050
C 7.601 3.201 2.090
O 6.908 3.495 3.249
C 5.737 4.188 2.906
C 5.918 4.537 1.428
F 6.307 5.807 1.296
O 6.935 3.616 1.027
H 4.814 3.608 2.919
H 5.480 4.991 3.596
H 4.998 4.413 0.856
O -3.509 6.969 -1.879
C -2.793 7.762 -2.447
O -2.990 9.086 -2.327
C -1.896 9.754 -2.969
C -0.924 8.648 -3.191
F -0.093 8.582 -2.153
O -1.738 7.500 -3.156
H -2.166 10.124 -3.958
H -1.497 10.637 -2.470
H -0.288 8.804 -4.063
O -3.314 -6.349 8.281
C -2.810 -5.983 7.273
O -1.650 -5.381 7.139
C -1.408 -4.948 5.795
C -2.464 -5.812 5.043
F -1.923 -6.974 4.682
O -3.433 -6.079 6.048
H -1.652 -3.886 5.794
H -0.388 -5.175 5.483
H -2.867 -5.295 4.173
C -1.175 -1.452 -1.831
O -0.151 -0.809 -1.119
P 1.119 -0.160 -1.843
O 1.833 -1.119 -2.790
O 2.034 0.227 -0.543
C 2.282 -0.789 0.445
O 0.661 1.255 -2.456
C 1.391 2.000 -3.406
H -2.085 -0.878 -1.658
H -1.342 -2.517 -1.674
H -0.960 -1.435 -2.899
H 1.782 -0.512 1.374
H 3.350 -0.896 0.636
H 1.923 -1.731 0.031
H 2.260 1.511 -3.846
H 1.707 2.954 -2.987
H 0.747 2.266 -4.244
C 6.600 5.353 -6.816
O 6.421 5.334 -8.229
P 6.758 3.987 -9.104
O 7.977 3.198 -8.679
O 6.701 4.441 -10.670
C 6.508 5.799 -11.104
O 5.343 3.254 -8.950
C 5.140 1.823 -8.862
H 7.641 5.598 -6.603
H 6.336 4.417 -6.323
H 6.012 6.172 -6.404
H 7.323 6.023 -11.793
H 6.652 6.569 -10.345
H 5.593 5.929 -11.682
H 5.079 1.539 -7.811
H 5.929 1.241 -9.339
H 4.173 1.553 -9.286
C 6.317 -6.625 1.329
O 7.550 -5.916 1.638
P 8.187 -6.194 3.089
O 7.171 -6.130 4.200
O 8.890 -7.668 2.812
C 9.324 -8.471 3.869
O 9.347 -5.100 3.302
C 9.854 -4.564 2.071
H 5.767 -6.901 2.229
H 6.603 -7.484 0.721
H 5.662 -6.006 0.716
H 9.648 -7.906 4.743
H 10.189 -9.057 3.556
H 8.507 -9.128 4.167
H 10.714 -3.968 2.374
H 9.102 -4.002 1.518
H 10.116 -5.366 1.381
C -1.380 9.106 3.870
O -1.517 8.143 4.899
P -0.767 6.667 4.764
O 0.390 6.617 3.801
O -0.324 6.262 6.261
C -1.231 6.143 7.291
O -2.022 5.702 4.361
C -1.880 4.311 3.904
H -1.088 10.066 4.295
H -2.327 9.339 3.382
H -0.635 8.864 3.112
H -1.833 5.236 7.236
H -1.929 6.975 7.387
H -0.647 6.084 8.210
H -0.925 3.863 4.180
H -2.050 4.193 2.834
H -2.618 3.653 4.364
C -7.340 0.287 -6.108
O -8.369 -0.367 -5.341
P -9.041 -1.755 -5.940
O -9.305 -2.844 -4.965
O -10.316 -1.207 -6.721
C -10.967 -1.921 -7.730
O -8.068 -2.182 -7.173
C -6.900 -2.984 -6.885
H -7.277 0.036 -7.166
H -6.317 0.149 -5.758
H -7.593 1.343 -6.009
H -11.195 -1.253 -8.561
H -11.889 -2.353 -7.343
H -10.420 -2.787 -8.103
H -6.930 -3.770 -7.639
H -7.098 -3.592 -6.002
H -6.008 -2.357 -6.880
C -8.547 1.337 2.216
O -8.128 0.069 2.755
C -8.705 -1.049 2.166
C -10.194 -1.236 2.559
C -10.428 -1.521 4.016
N -10.695 -2.361 1.835
H -7.822 2.123 2.426
H -9.537 1.612 2.580
H -8.659 1.303 1.133
H -8.561 -0.863 1.102
H -8.177 -1.945 2.494
H -10.770 -0.379 2.209
H -9.926 -2.413 4.390
H -11.494 -1.543 4.241
H -10.099 -0.674 4.618
H -11.607 -2.576 2.212
H -10.805 -2.127 0.859
*
```

=====

2.
C34H71N2O9P | ωB97M-V/def2-TZVPD

Output
frontier orbital gap	8.47	eV
HOMO level	-8.3	eV
largest force on an atom	8.679	eV/A

The geometry in ORCA input format:
```
! wB97M-V def2-TZVPD RIJCOSX def2/J DEFGRID3
* xyz 0 1
C 0.255 2.611 1.469
C 0.550 1.464 0.333
C 1.842 1.802 -0.618
C 3.299 1.461 0.061
C 3.917 2.798 0.780
N 3.206 0.237 0.939
P 4.254 -1.098 0.397
N 3.342 -2.469 0.519
C 3.324 0.535 2.415
O 2.174 0.551 3.134
O 4.563 0.753 3.177
H 1.173 2.839 2.173
H -0.093 3.611 0.953
H -0.589 2.167 2.178
H 0.574 0.406 0.842
H -0.402 1.456 -0.386
H 1.815 2.962 -0.831
H 1.767 1.190 -1.631
H 4.048 1.185 -0.823
H 5.070 2.675 1.067
H 3.912 3.651 -0.053
H 3.270 3.226 1.667
H 4.514 -0.974 -1.039
H 5.475 -1.251 1.159
H 2.403 -2.177 0.926
H 4.295 1.435 3.890
C 2.981 -5.221 4.631
C 2.578 -4.312 3.498
C 2.756 -5.210 2.293
O 2.502 -6.551 2.732
C 2.453 -6.560 4.166
H 2.580 -4.918 5.601
H 4.074 -5.256 4.707
H 1.522 -4.034 3.604
H 3.169 -3.395 3.438
H 3.784 -5.170 1.917
H 2.076 -4.955 1.476
H 1.408 -6.699 4.463
H 3.040 -7.399 4.550
C -3.977 4.504 4.745
C -3.101 3.779 5.734
C -2.099 3.096 4.830
O -1.945 3.932 3.674
C -2.980 4.925 3.689
H -4.523 5.347 5.176
H -4.706 3.807 4.315
H -2.590 4.504 6.378
H -3.645 3.079 6.373
H -2.468 2.123 4.491
H -1.128 2.953 5.312
H -2.517 5.886 3.940
H -3.429 5.004 2.695
C 5.614 -4.744 -3.574
C 4.860 -4.465 -2.299
C 5.983 -4.229 -1.312
O 7.078 -3.672 -2.053
C 6.797 -3.809 -3.453
H 5.025 -4.572 -4.479
H 5.959 -5.785 -3.581
H 4.265 -3.552 -2.412
H 4.191 -5.275 -1.998
H 6.326 -5.170 -0.867
H 5.697 -3.546 -0.508
H 6.558 -2.814 -3.845
H 7.683 -4.184 -3.972
C -7.081 2.547 0.177
C -7.835 2.826 1.452
C -6.712 3.062 2.439
O -5.617 3.619 1.698
C -5.898 3.482 0.298
H -7.670 2.719 -0.727
H -6.736 1.507 0.170
H -8.430 3.739 1.339
H -8.504 2.016 1.754
H -6.369 2.122 2.884
H -6.997 3.745 3.244
H -6.137 4.477 -0.094
H -5.011 3.107 -0.221
C 2.632 -0.862 -6.490
C 4.057 -0.397 -6.647
C 4.610 -0.595 -5.252
O 3.902 -1.701 -4.677
C 2.779 -2.009 -5.515
H 2.161 -1.160 -7.431
H 2.029 -0.064 -6.041
H 4.584 -1.049 -7.354
H 4.147 0.633 -7.000
H 4.426 0.283 -4.624
H 5.683 -0.805 -5.253
H 2.998 -2.948 -6.036
H 1.887 -2.153 -4.898
C -3.375 2.821 -3.733
C -1.950 3.286 -3.890
C -1.397 3.088 -2.495
O -2.105 1.982 -1.920
C -3.228 1.674 -2.757
H -3.846 2.523 -4.673
H -3.978 3.619 -3.284
H -1.423 2.634 -4.596
H -1.860 4.316 -4.242
H -1.581 3.966 -1.866
H -0.324 2.878 -2.495
H -3.009 0.736 -3.278
H -4.120 1.530 -2.141
C -4.815 -2.549 0.750
C -3.921 -1.338 0.670
C -4.798 -0.345 -0.061
O -6.155 -0.654 0.285
C -6.178 -1.924 0.951
H -4.542 -3.244 1.548
H -4.789 -3.092 -0.202
H -3.704 -0.971 1.680
H -2.972 -1.524 0.162
H -4.699 -0.451 -1.147
H -4.576 0.691 0.210
H -6.378 -1.742 2.012
H -6.986 -2.539 0.545
*
```

=====

3.
C34H72BF9N7O2 | ωB97M-V/def2-TZVPD

Output
frontier orbital gap	5.80	eV
HOMO level	-9.5	eV
largest force on an atom	1.384	eV/A

The geometry in ORCA input format:
```
! wB97M-V def2-TZVPD RIJCOSX def2/J DEFGRID3
* xyz 1 1
C 2.759 -3.114 6.865
C 3.748 -2.223 6.084
C 3.074 -1.557 4.894
C 3.992 -0.558 4.149
C 3.534 0.896 4.306
C 2.797 1.448 3.085
C 1.762 0.496 2.455
C 0.326 1.023 2.491
C -0.331 0.824 3.865
C -1.452 -0.224 3.957
N -2.362 -0.293 2.812
C -3.409 0.747 2.751
C -2.914 2.093 2.239
C -4.063 3.085 1.952
C -5.290 2.914 2.840
N -6.223 1.891 2.345
C -2.290 -1.224 1.931
N -3.197 -1.289 0.868
C -3.062 -0.380 -0.219
F -4.010 0.595 -0.142
F -1.873 0.242 -0.220
C -3.251 -1.097 -1.572
F -2.078 -1.729 -1.854
F -4.204 -2.057 -1.439
C -3.655 -0.199 -2.777
F -4.945 0.208 -2.651
F -3.564 -1.020 -3.860
C -2.739 1.025 -3.066
F -1.434 0.655 -2.965
F -2.989 2.033 -2.213
F -2.990 1.441 -4.329
N -1.382 -2.270 2.078
N -2.106 -3.484 2.515
C -1.592 -3.945 3.817
C -2.135 -5.339 4.072
C -3.669 -5.377 4.110
B -0.448 -2.531 0.940
O 0.505 -1.610 0.617
O -0.510 -3.723 0.260
H 3.047 -4.154 6.806
H 1.769 -3.022 6.428
H 2.674 -2.806 7.899
H 4.126 -1.442 6.732
H 4.572 -2.826 5.720
H 2.709 -2.314 4.202
H 2.187 -1.041 5.253
H 3.949 -0.819 3.098
H 5.013 -0.691 4.482
H 2.916 1.041 5.187
H 4.415 1.514 4.449
H 3.522 1.715 2.325
H 2.285 2.373 3.334
H 2.014 0.353 1.409
H 1.766 -0.489 2.916
H 0.361 2.088 2.295
H -0.228 0.527 1.703
H 0.436 0.466 4.545
H -0.674 1.754 4.295
H -2.075 0.043 4.801
H -1.030 -1.190 4.177
H -4.262 0.365 2.214
H -3.751 0.885 3.768
H -2.316 2.009 1.341
H -2.290 2.547 2.999
H -3.652 4.073 2.118
H -4.366 3.035 0.912
H -4.979 2.704 3.860
H -5.817 3.861 2.873
H -7.121 2.288 2.131
H -5.861 1.475 1.503
H -3.299 -2.249 0.559
H -3.061 -3.198 2.706
H -0.509 -3.959 3.792
H -1.893 -3.293 4.640
H -1.730 -5.695 5.008
H -1.793 -5.954 3.249
H -4.065 -5.835 3.214
H -4.102 -4.380 4.155
H -4.045 -5.913 4.969
H 1.331 -1.816 1.064
H -1.209 -3.751 -0.396
C 1.569 -0.926 -2.374
C 2.908 -0.840 -3.088
N 4.002 -1.358 -2.290
C 5.312 -1.046 -2.839
C 5.694 -1.652 -4.195
C 3.828 -2.712 -1.796
C 3.605 -3.834 -2.819
H 1.609 -0.417 -1.412
H 0.797 -0.450 -2.980
H 1.258 -1.958 -2.207
H 3.116 0.213 -3.297
H 2.821 -1.338 -4.067
H 6.068 -1.324 -2.100
H 5.377 0.044 -2.922
H 5.943 -2.709 -4.116
H 6.579 -1.145 -4.584
H 4.903 -1.538 -4.936
H 2.978 -2.711 -1.106
H 4.691 -2.959 -1.174
H 2.903 -3.544 -3.602
H 3.190 -4.711 -2.317
H 4.533 -4.148 -3.292
C -1.833 5.592 -5.282
C -0.639 5.518 -6.222
N 0.508 4.845 -5.641
C 1.723 5.002 -6.423
C 1.769 4.384 -7.826
C 0.255 3.516 -5.123
C -0.297 2.453 -6.084
H -1.559 6.071 -4.341
H -2.627 6.179 -5.744
H -2.247 4.606 -5.063
H -0.335 6.538 -6.465
H -0.965 5.057 -7.168
H 2.560 4.613 -5.836
H 1.911 6.075 -6.517
H 1.890 3.302 -7.793
H 2.625 4.783 -8.372
H 0.876 4.614 -8.407
H -0.444 3.610 -4.286
H 1.178 3.145 -4.669
H -1.088 2.845 -6.724
H -0.721 1.630 -5.509
H 0.479 2.029 -6.719
*
```

=====

Electronic energy list, top to bottom, in a.u.: -6307.943317 -2465.802057 -2795.910441